A molecular structure, C44H44BN6O4PPb in a non-equilibrium geometry. Source: the Open Molecules 2025 dataset; level of theory: ωB97M-V with the def2-TZVPD basis set.

Geometry as XYZ:
```
101
Properties=species:S:1:pos:R:3:forces:R:3
Pb -0.21680 -0.18720 0.28988 -0.667 0.265 1.046
C -3.84492 -1.41492 -2.25357 0.094 0.017 0.067
C -3.49749 -2.53589 -3.00417 0.063 0.119 0.143
C -2.24950 -3.08175 -2.83824 0.003 0.166 0.136
C -1.33716 -2.49918 -1.93357 -1.076 0.155 -0.158
N -1.70309 -1.43965 -1.19891 0.314 -0.917 -0.320
C -2.91352 -0.92058 -1.36477 -0.369 0.151 -0.142
N -0.12215 -3.09033 -1.89420 1.120 -0.644 0.022
C 1.00412 -2.64651 -1.44621 -0.631 -0.248 -0.456
N 1.32144 -1.49521 -0.79235 -0.463 0.375 0.127
C 2.67610 -1.38479 -0.69265 0.700 0.592 0.430
N 3.43346 -0.50615 -0.12935 0.274 -1.225 -0.646
C 3.11912 0.67148 0.46060 0.101 1.055 0.468
C 4.22270 1.41968 0.91975 -0.181 -0.002 0.046
C 4.03000 2.68572 1.41746 -0.201 0.000 0.021
C 2.73852 3.20283 1.44648 -0.063 -0.100 0.035
C 1.70444 2.39105 1.02404 0.060 0.385 0.252
N 1.87534 1.15791 0.56856 0.858 -0.396 -0.269
C 3.29306 -2.53558 -1.37328 -0.346 -0.758 -0.445
C 4.60312 -2.83322 -1.69177 -0.065 0.060 0.076
C 4.84863 -3.99998 -2.40462 0.089 0.065 0.035
C 3.81333 -4.85106 -2.76669 -0.112 -0.055 -0.055
C 2.49302 -4.53864 -2.46914 -0.123 0.090 0.043
C 2.24570 -3.36262 -1.78581 0.902 0.137 0.154
H -4.81030 -0.94567 -2.35417 -0.074 0.058 0.026
H -4.19886 -2.96706 -3.70200 -0.059 -0.048 -0.091
H -1.92566 -3.94554 -3.39292 0.067 -0.107 -0.060
H -3.13243 -0.05634 -0.75073 -0.056 0.128 0.110
H 5.20231 0.97240 0.86463 0.044 -0.054 -0.074
H 4.86422 3.27501 1.77377 0.050 -0.002 -0.014
H 2.53989 4.20199 1.80530 -0.051 0.038 -0.004
H 0.68151 2.74735 1.02873 -0.157 0.011 0.048
H 5.40062 -2.16573 -1.41189 0.123 0.116 0.085
H 5.85894 -4.24584 -2.69891 0.083 -0.028 0.051
H 4.03762 -5.75845 -3.31106 0.002 -0.029 -0.009
H 1.68517 -5.18427 -2.77270 -0.154 -0.044 -0.050
O -2.38061 1.77295 1.39180 -0.722 0.419 -0.473
N -1.78920 2.54026 0.37921 0.261 0.302 0.556
C -2.59991 2.99419 -0.48368 -0.683 -0.668 0.902
C -2.16253 3.91111 -1.53050 0.415 0.369 -0.444
C -2.89473 5.08742 -1.67914 -0.001 -0.083 -0.020
C -2.48526 6.05377 -2.57541 0.006 0.016 -0.045
C -1.36034 5.83397 -3.35866 0.008 0.069 -0.079
C -0.65075 4.65222 -3.24634 -0.086 -0.017 0.021
C -1.03914 3.67887 -2.33131 -0.076 -0.117 0.267
P -0.15969 2.08765 -2.09360 0.137 0.114 -0.561
C 1.54504 2.58231 -2.50006 -0.022 0.025 0.117
C 2.02188 3.72230 -1.85250 -0.024 -0.012 -0.142
C 3.33266 4.12206 -2.00764 0.179 0.088 0.016
C 4.20530 3.36449 -2.77410 0.063 -0.020 -0.005
C 3.75306 2.20079 -3.37069 0.170 0.003 -0.070
C 2.43372 1.80871 -3.23577 -0.116 0.073 -0.031
C -0.70838 1.15633 -3.56421 -0.033 0.026 0.145
C -1.76777 1.54308 -4.37805 0.035 0.056 0.017
C -2.16313 0.74453 -5.43710 -0.077 -0.043 -0.159
C -1.48277 -0.42853 -5.72238 -0.047 -0.028 -0.063
C -0.45487 -0.84422 -4.89108 -0.022 -0.093 -0.053
C -0.10741 -0.08101 -3.79293 -0.037 0.066 -0.068
H -1.67149 1.60215 2.02726 0.084 0.130 -0.237
H -3.67109 2.78812 -0.42085 0.021 -0.067 0.162
H -3.76823 5.24468 -1.06175 -0.069 0.054 0.047
H -3.03369 6.98053 -2.65663 -0.053 0.059 -0.043
H -1.04075 6.58563 -4.06518 0.030 0.071 -0.058
H 0.22512 4.48379 -3.85700 0.021 -0.006 -0.071
H 1.34660 4.30384 -1.23845 0.023 0.086 0.022
H 3.68383 5.02390 -1.52631 0.009 0.058 0.067
H 5.23269 3.67434 -2.89841 0.074 0.022 0.013
H 4.42769 1.59021 -3.95294 0.080 -0.036 -0.049
H 2.10060 0.90529 -3.72018 0.014 -0.041 -0.079
H -2.29428 2.46608 -4.18311 -0.010 0.104 -0.013
H -3.00476 1.04556 -6.04783 0.022 0.026 -0.050
H -1.76370 -1.02663 -6.57785 -0.043 -0.045 -0.030
H 0.06413 -1.77316 -5.08483 -0.012 -0.081 0.028
H 0.63345 -0.44626 -3.09857 0.155 -0.088 0.076
C -2.02377 -4.31083 3.96806 0.293 0.246 -0.192
C -0.71021 -3.70452 3.46780 0.192 -0.456 0.350
C 0.25593 -4.83283 3.08597 -0.229 0.328 -0.014
O -0.97902 -2.96782 2.27409 -0.450 -0.126 -0.479
B -0.33611 -1.76125 2.27736 0.329 0.041 -0.412
O 0.25520 -1.55959 3.51449 0.376 0.367 -0.045
C -0.05932 -2.63360 4.41296 -0.281 -0.230 0.660
C -1.02350 -2.05957 5.45614 0.186 -0.018 -0.310
C 1.21812 -3.07926 5.12400 -0.216 0.195 -0.279
H -2.36216 -5.04712 3.24030 -0.013 -0.048 0.018
H -2.79676 -3.54988 4.05380 0.000 0.006 0.087
H -1.88223 -4.80228 4.92908 -0.034 -0.054 0.068
H -0.21707 -5.44647 2.32278 -0.024 -0.058 -0.048
H 0.49618 -5.45532 3.94329 0.054 -0.100 0.080
H 1.17116 -4.42136 2.66706 0.104 -0.011 -0.016
H -1.92651 -1.68678 4.98090 -0.139 0.022 -0.016
H -0.52876 -1.22453 5.94819 0.015 0.067 0.066
H -1.28692 -2.79617 6.20906 -0.066 -0.107 0.093
H 2.01139 -3.28015 4.41047 0.068 -0.089 -0.035
H 1.03261 -3.96874 5.72191 0.009 -0.078 0.074
H 1.55370 -2.28032 5.78276 0.031 0.030 0.047
C 0.35904 1.82888 4.19968 0.060 0.044 0.014
O 1.39844 0.99335 3.76811 0.107 -0.326 -0.054
H 0.81433 2.65234 4.75267 -0.162 0.040 0.028
H -0.35404 1.31176 4.84881 -0.001 0.029 0.032
H -0.19416 2.26696 3.35490 -0.017 0.036 0.002
H 1.06302 0.08370 3.67179 0.034 0.131 0.046
```
Positions in Å, forces in eV/Å.

Results
* charge: 0
* energy relative to the best compared isomer or geometry (same formula, charge and spin): 1.017 eV
* electronic energy: -2891.68002 a.u.

---

A molecular structure, C44H45AsAuF12N4O3P in a non-equilibrium geometry. Source: the Open Molecules 2025 dataset; level of theory: ωB97M-V with the def2-TZVPD basis set.

Geometry as XYZ:
```
111
Properties=species:S:1:pos:R:3:forces:R:3
Au -0.34294 0.04705 0.19845 -0.037 -0.450 0.682
C -0.04567 0.41446 7.17251 -0.022 0.012 0.045
C 0.22533 0.14157 5.72847 0.106 -0.098 -0.150
C 0.83385 -1.04137 5.31304 -0.065 0.076 0.071
C 1.09535 -1.25439 3.98774 0.231 -0.042 -0.166
C 0.77301 -0.29677 2.99153 -0.015 0.004 0.865
N 1.00576 -0.60013 1.70946 -0.720 0.486 -0.338
C 1.95579 -1.51025 1.35411 1.292 -0.882 -0.260
C 3.26709 -1.26960 1.81300 -0.435 0.068 -0.076
C 4.31062 -2.08133 1.44798 0.045 -0.096 -0.026
C 4.08894 -3.19203 0.64201 -0.150 0.090 0.053
C 5.20667 -4.11741 0.28756 0.043 0.035 -0.083
C 2.80123 -3.43105 0.18005 0.382 0.189 0.221
C 1.73077 -2.60867 0.50190 -0.145 0.139 0.019
C 0.32814 -3.02578 0.04625 -0.025 -0.433 -0.029
O -0.66679 -2.11941 0.05697 0.128 0.308 0.113
C -0.11662 -4.16563 1.01055 -0.096 -0.340 0.276
F 0.76719 -5.17346 1.13329 0.217 -0.084 -0.098
F -0.28503 -3.67724 2.24493 -0.005 0.336 0.215
F -1.27332 -4.72142 0.64875 -0.187 0.079 -0.270
C 0.39053 -3.60717 -1.40155 -0.232 -0.151 -0.567
F 1.22890 -2.89983 -2.17805 0.192 0.368 -0.090
F 0.78296 -4.88882 -1.51281 0.140 -0.268 0.243
F -0.80453 -3.54463 -1.98989 -0.162 -0.048 0.055
C 0.14095 0.90766 3.41041 -0.176 0.079 -0.034
C -0.11241 1.08775 4.75847 -0.049 -0.277 -0.007
C -0.13555 2.06011 2.43209 -0.352 0.640 0.132
O 0.24024 1.92538 1.15248 0.102 -0.220 -0.527
C -1.65316 2.44194 2.42538 -0.555 0.021 -0.037
F -2.36597 1.50260 1.76903 0.137 -0.084 0.143
F -1.85926 3.59377 1.78370 0.172 0.113 -0.150
F -2.26137 2.56772 3.61677 0.139 -0.030 0.363
C 0.64846 3.30118 2.96909 0.258 0.376 -0.005
F 0.78922 4.25204 2.04986 -0.091 0.036 -0.256
F 1.88798 2.95189 3.34414 0.341 -0.271 -0.020
F 0.08980 3.89455 4.03843 -0.283 0.044 0.270
H 0.25978 -0.42381 7.79513 -0.011 -0.003 0.038
H -1.10717 0.60055 7.33466 -0.043 0.021 0.051
H 0.49758 1.30277 7.49860 -0.013 0.015 0.037
H 1.09069 -1.80790 6.02963 -0.005 -0.035 0.112
H 1.53486 -2.18689 3.66695 -0.032 -0.068 0.002
H 3.42335 -0.40056 2.43559 0.065 0.068 0.057
H 5.30706 -1.85809 1.80038 0.114 -0.011 0.057
H 6.01726 -4.02023 1.00362 0.142 -0.064 0.016
H 5.59229 -3.88332 -0.70356 0.107 -0.025 -0.093
H 4.86611 -5.14889 0.27618 0.011 -0.125 -0.001
H 2.65334 -4.31010 -0.42635 -0.117 -0.049 -0.042
H -0.59128 1.99041 5.10088 0.035 0.112 -0.050
C -2.99666 -1.30353 -5.44227 0.041 0.015 -0.058
C -1.73313 -1.33335 -4.87441 -0.030 -0.033 -0.142
C -1.56280 -0.98614 -3.54387 0.182 0.046 0.275
C -2.65378 -0.61152 -2.77682 -0.059 -0.094 -0.122
C -3.92399 -0.58354 -3.35221 -0.029 0.070 0.283
C -4.09361 -0.92670 -4.68114 -0.080 -0.001 0.000
As -2.47563 -0.16897 -0.90263 -0.830 0.363 -0.573
C -3.62832 1.38753 -0.90230 -0.078 0.196 0.081
C -3.17626 2.45994 -1.66521 0.152 -0.230 0.009
C -3.91688 3.62475 -1.74208 0.047 0.053 -0.010
C -5.10167 3.73702 -1.03085 -0.040 0.021 0.009
C -5.54255 2.68463 -0.24665 -0.051 0.017 0.006
C -4.81166 1.50890 -0.18629 0.115 -0.359 0.012
C -3.50514 -1.55624 -0.06355 -0.161 -0.274 0.218
C -3.83593 -1.43442 1.28364 0.195 0.222 -0.087
C -4.46206 -2.47405 1.94739 -0.029 0.007 0.096
C -4.76674 -3.64465 1.27206 -0.021 0.025 0.026
C -4.43304 -3.77468 -0.06572 -0.007 -0.079 0.042
C -3.79622 -2.74188 -0.73015 0.146 0.246 -0.191
H -3.13218 -1.57083 -6.48120 0.014 -0.028 -0.047
H -0.88202 -1.63366 -5.47053 0.059 -0.002 0.005
H -0.58445 -1.00041 -3.08448 0.034 -0.009 -0.048
H -4.77812 -0.30042 -2.74160 0.046 -0.004 -0.139
H -5.08034 -0.90518 -5.12447 -0.022 0.003 0.006
H -2.23204 2.35018 -2.19152 -0.046 0.136 -0.064
H -3.57311 4.45198 -2.34639 0.056 0.057 -0.049
H -5.68052 4.64647 -1.08714 -0.044 0.098 0.008
H -6.45782 2.77842 0.32048 -0.064 -0.009 0.017
H -5.15852 0.67651 0.41701 -0.052 0.098 -0.025
H -3.57200 -0.52763 1.81660 -0.028 -0.074 0.069
H -4.69106 -2.37750 2.99980 -0.050 0.021 0.034
H -5.25268 -4.45506 1.79547 -0.021 -0.084 0.015
H -4.64197 -4.69713 -0.58533 -0.032 -0.090 -0.080
H -3.49022 -2.86280 -1.76319 -0.081 -0.048 0.055
C 2.97446 1.78250 -0.30139 -0.018 -0.190 0.183
N 2.46245 2.59938 -1.37441 -0.522 -0.319 -0.594
C 3.25763 3.77346 -1.63946 0.029 0.187 -0.008
P 1.48252 1.88465 -2.52350 0.684 0.918 -0.790
O 0.50001 0.94920 -1.94076 0.193 -0.289 -0.148
N 2.38223 1.11169 -3.71130 -0.336 0.335 0.548
C 2.27869 -0.30100 -3.98779 -0.189 -0.160 0.054
C 3.48979 1.75384 -4.37706 0.038 0.090 -0.025
N 0.85169 3.23871 -3.27975 0.319 -0.810 0.299
C 0.09797 4.15244 -2.44825 0.021 0.172 0.160
C 0.61661 3.32740 -4.69820 0.053 0.021 -0.166
H 3.97442 1.39281 -0.52874 0.043 -0.030 -0.018
H 2.28919 0.95616 -0.13519 0.117 -0.038 0.139
H 3.02609 2.37700 0.61309 -0.039 -0.075 0.048
H 4.29877 3.50860 -1.86844 -0.019 0.090 0.015
H 3.24580 4.42058 -0.75839 0.081 0.008 0.014
H 2.83506 4.33014 -2.47313 0.093 0.027 0.006
H 1.56548 -0.75604 -3.30816 -0.008 -0.047 -0.035
H 3.25019 -0.78670 -3.84705 -0.024 -0.028 0.001
H 1.95327 -0.47121 -5.02100 0.023 -0.054 0.013
H 3.49794 2.81540 -4.14660 0.099 0.087 -0.054
H 3.39937 1.63878 -5.46364 0.015 0.039 0.022
H 4.44698 1.31155 -4.07346 -0.028 0.075 0.009
H 0.14112 3.80808 -1.41498 -0.092 0.173 0.079
H -0.94940 4.19144 -2.75979 -0.016 -0.026 -0.008
H 0.50684 5.16674 -2.50850 -0.028 0.019 0.048
H 1.02891 2.44477 -5.18036 -0.017 0.062 -0.155
H 1.09798 4.22318 -5.11257 -0.090 -0.074 -0.041
H -0.45407 3.37317 -4.92285 0.003 -0.001 0.013
```
Positions in Å, forces in eV/Å.

Results
* charge: 0
* energy relative to the best compared isomer or geometry (same formula, charge and spin): 0.000 eV
* spin multiplicity: 3
* electronic energy: -6059.68766 a.u.